Entry 1:
C3H7N3S | ωB97M-V with the def2-TZVPD basis set

```
14
Properties=species:S:1:pos:R:3
H 0.11747 -2.68951 -0.19222
N 0.63338 -2.22522 0.54402
C 0.98200 -1.05220 0.24338
N 1.76241 -0.31270 1.08838
C 0.68070 -0.43979 -1.10236
S -0.09288 1.18008 -0.94398
N -1.53917 0.81642 -0.13205
C -2.25887 1.82963 0.15785
H 1.74019 0.64431 1.01868
H 1.66895 -0.73715 2.02872
H -0.03825 -1.07038 -1.53489
H 1.56266 -0.29744 -1.76139
H -3.17133 1.50997 0.65849
H -2.04726 2.84398 -0.07264
```

Results
Maximum force (eV/Å): 3.70
Energy relative to the best compared isomer or geometry (same formula, charge and spin) (kcal/mol): 35.1
Frontier orbital gap (eV): 9.64
E_HOMO (eV): -8.89
SMILES: [H]/N=C(/N)CSN=C

Entry 2:
C3H7N3Si | ωB97M-V with the def2-TZVPD basis set

```
14
Properties=species:S:1:pos:R:3
Si -0.18138 0.42373 1.99004
C -0.74392 0.54105 0.10954
N -2.16642 -0.28797 0.15199
N -2.05500 -1.39260 -0.30779
N -1.41266 -1.93318 -1.17677
C -0.59481 -1.09420 -1.92519
C 0.09744 -0.08005 -1.00872
H -1.11084 0.95547 3.03342
H 1.03199 1.19538 1.91573
H 0.38112 -1.00408 1.94747
H -1.30832 -0.58821 -2.67550
H 0.20253 -1.65867 -2.49915
H 0.45716 0.77975 -1.62993
H 0.95536 -0.58128 -0.47017
```

Results
Maximum force (eV/Å): 6.00
Energy relative to the best compared isomer or geometry (same formula, charge and spin) (kcal/mol): 151.5
Frontier orbital gap (spin up / spin down) (eV): 7.95 / 7.84
E_HOMO (spin up / spin down) (eV): -8.71 / -8.53
SMILES: [SiH3]C1=NN=NCC1

Entry 3:
C3H7N3Si | ωB97M-V with the def2-TZVPD basis set

```
14
Properties=species:S:1:pos:R:3
C 2.87756 0.37974 0.59293
C 2.94739 -0.07444 -0.73810
C -1.65740 0.84616 -0.85669
N 1.77173 0.46769 1.15906
N 1.73516 -0.46035 -1.09675
N 0.87353 -0.30821 -0.20776
Si -0.83625 -0.71110 -0.11493
H 3.65176 0.82931 1.03359
H 3.69590 -0.16362 -1.49400
H -2.68058 1.12967 -0.73323
H -1.00838 1.71774 -0.74984
H -1.54840 0.86271 -2.07398
H -0.75277 -1.01152 1.34860
H -1.11277 -2.02861 -0.86949
```

Results
Maximum force (eV/Å): 4.83
Energy relative to the best compared isomer or geometry (same formula, charge and spin) (kcal/mol): 69.7
Frontier orbital gap (eV): 9.77
E_HOMO (eV): -8.95

Entry 4:
C3H7N4 | ωB97M-V with the def2-TZVPD basis set

```
14
Properties=species:S:1:pos:R:3
C -1.43853 1.81850 0.95075
C -1.53606 0.53972 0.38930
C 0.39710 -1.60966 -0.58443
N -0.21178 2.26519 0.74484
N 0.40776 1.32374 0.10352
N -0.35393 0.26703 -0.14679
N 1.69833 -1.57258 -0.60445
H -2.16776 2.39489 1.47901
H -2.36459 -0.13449 0.34480
H -0.13770 -1.61925 -1.52455
H -0.10658 -2.02018 0.27621
H 1.36297 1.42414 -0.21131
H 2.24388 -1.72743 0.23300
H 2.20688 -1.34960 -1.44989
```

Results
Maximum force (eV/Å): 0.94
Energy relative to the best compared isomer or geometry (same formula, charge and spin) (kcal/mol): 41.9
Frontier orbital gap (eV): 10.85
Charge: +1
E_HOMO (eV): -14.66

Entry 5:
C3H7N4 | ωB97M-V with the def2-TZVPD basis set

```
14
Properties=species:S:1:pos:R:3
C 1.00775 -1.32888 -0.38169
N -0.06351 -0.39580 -0.30828
C -1.14306 -0.29286 -1.06901
N -1.76373 0.82095 -0.66796
N -1.09883 1.35954 0.35587
C -0.07832 0.60864 0.53688
N 1.04642 0.80835 1.80912
H 1.27831 -1.24603 -1.48551
H 1.85949 -0.90800 0.26833
H 0.60354 -2.25034 0.08750
H -1.60025 -0.91985 -1.87016
H -2.72028 1.01032 -0.77963
H 0.80455 1.70016 2.15606
H 1.86790 1.03380 1.34850
```

Results
Maximum force (eV/Å): 6.55
Energy relative to the best compared isomer or geometry (same formula, charge and spin) (kcal/mol): 51.4
Frontier orbital gap (eV): 11.15
Charge: +1
E_HOMO (eV): -15.17
SMILES: C[n+]1c[nH]nc1N

Entry 6:
C3H7N4 | ωB97M-V with the def2-TZVPD basis set

```
14
Properties=species:S:1:pos:R:3
C 1.17386 1.08526 -0.41519
C 0.20790 0.47898 0.57587
N -0.87804 1.36808 0.60597
N -1.89773 1.08672 0.03263
N -2.21925 -0.07546 -0.51325
C -1.54332 -1.07128 0.11245
N -0.37385 -0.86990 0.52722
H 0.66935 1.11925 -1.46062
H 2.14287 0.47737 -0.44678
H 1.23631 2.02378 -0.05342
H 0.70360 0.45861 1.69659
H -3.13506 -0.17234 -0.86566
H -2.04855 -2.00676 0.20137
H -0.00236 -1.58126 1.14942
```

Results
Maximum force (eV/Å): 5.84
Energy relative to the best compared isomer or geometry (same formula, charge and spin) (kcal/mol): 80.9
Frontier orbital gap (eV): 9.77
Charge: +1
E_HOMO (eV): -14.47
SMILES: C[C@H]1N=NNC=[NH+]1

Entry 7:
C3H7N4 | ωB97M-V with the def2-TZVPD basis set

```
14
Properties=species:S:1:pos:R:3
C -0.86091 -0.07104 0.23918
C 1.26198 -0.70512 1.25251
C -1.28373 1.08356 -0.48032
N 2.90460 0.51876 -0.48839
N 3.92169 0.16087 -0.66506
N 0.22590 0.13222 1.13342
N -1.03181 -1.27546 -0.23078
H 1.08947 -1.40390 0.40620
H -0.36085 1.41628 -1.04268
H -2.13557 0.98098 -1.20955
H -1.59905 1.82856 0.13403
H 0.09913 0.99184 1.67258
H -1.78575 -1.58280 -0.81533
H -0.44508 -2.07476 0.09420
```

Results
Maximum force (eV/Å): 3.52
Energy relative to the best compared isomer or geometry (same formula, charge and spin) (kcal/mol): 66.1
Frontier orbital gap (eV): 7.98
Charge: +1
E_HOMO (eV): -13.75

Entry 8:
C3H7N4 | ωB97M-V with the def2-TZVPD basis set

```
14
Properties=species:S:1:pos:R:3
C 1.63863 0.75080 0.44336
C -1.01646 0.32474 -0.01398
C 1.32733 -0.58530 0.51986
N 1.73095 1.88921 0.50302
N -2.05226 -0.45896 0.06175
N 1.61380 -1.45343 -0.44068
N -0.97620 1.53276 -0.46889
H 0.60470 -0.83352 1.26414
H -1.81908 -1.48075 0.28516
H -3.02015 -0.24023 -0.22264
H 1.22677 -2.42295 -0.32534
H 2.41618 -1.21054 -1.07487
H 0.03759 2.05644 -0.35362
H -1.71181 2.13173 -0.17727
```

Results
Maximum force (eV/Å): 3.67
Energy relative to the best compared isomer or geometry (same formula, charge and spin) (kcal/mol): 79.1
Frontier orbital gap (spin up / spin down) (eV): 7.64 / 7.64
Charge: +1
E_HOMO (spin up / spin down) (eV): -13.08 / -13.08

Entry 9:
C3H7N4O2 | ωB97M-V with the def2-TZVPD basis set

```
16
Properties=species:S:1:pos:R:3
N 1.61668 1.05244 -0.01580
C 0.53670 0.34740 0.12939
C -0.83917 0.82107 -0.06657
N -1.51976 1.98628 -0.00654
N -1.59452 -0.29018 -0.07472
O -2.83137 -0.24302 -0.13664
O -0.93443 -1.51433 0.03340
C 0.40129 -1.18728 0.43694
N 1.35349 -1.98029 -0.28723
H 2.46225 0.53079 -0.19677
H 1.82193 1.96765 -0.45571
H -0.99075 2.82658 0.14828
H -2.43675 1.87283 0.27566
H 0.37053 -1.44344 1.62823
H 1.12118 -3.01071 -0.09923
H 1.46267 -1.73578 -1.31270
```

Results
Maximum force (eV/Å): 3.96
Energy relative to the best compared isomer or geometry (same formula, charge and spin) (kcal/mol): 97.0
Frontier orbital gap (spin up / spin down) (eV): 7.40 / 7.43
Charge: +1
E_HOMO (spin up / spin down) (eV): -13.04 / -13.08
SMILES: NC1=C(N)[N+](=O)O[C@H]1N

Entry 10:
C3H7N4PS | ωB97M-V with the def2-TZVPD basis set

```
16
Properties=species:S:1:pos:R:3
C 2.59894 1.50482 -0.33832
C 1.36815 1.09978 -0.79440
C 1.88072 0.04379 1.05133
N 2.92674 0.81593 0.81140
N 0.91062 0.12273 0.02714
N -2.58565 -0.45727 -1.72082
N -2.43275 -1.33673 0.86955
P -2.10242 -0.00462 -0.10687
S -3.28047 1.45337 0.35890
H 3.37084 2.08985 -0.78359
H 0.68241 1.44317 -1.60935
H 1.98898 -0.69821 1.83063
H -2.85972 0.48402 -2.23708
H -2.03331 -0.92588 -2.30604
H -1.87416 -2.14450 0.87954
H -2.77882 -1.06354 1.79826
```

Results
Maximum force (eV/Å): 6.33
Energy relative to the best compared isomer or geometry (same formula, charge and spin) (kcal/mol): 65.5
Frontier orbital gap (spin up / spin down) (eV): 4.50 / 4.49
E_HOMO (spin up / spin down) (eV): -7.64 / -7.63

Entry 11:
C3H7N4S | ωB97M-V with the def2-TZVPD basis set

```
15
Properties=species:S:1:pos:R:3
C -0.36625 1.79209 -2.77416
C -0.34416 0.64914 -1.98271
N -0.14282 -0.31124 -1.37957
N -0.10133 -1.45688 -0.87179
S 0.01391 -1.50204 0.73516
N 0.07723 -2.73237 1.59109
N 0.14913 -0.08536 1.22536
C 0.41953 0.18470 2.55770
H -1.27695 1.90578 -3.52255
H 0.49799 1.92764 -3.39173
H -0.29941 2.66394 -2.09153
H -0.00268 -3.55237 1.12527
H 0.78789 1.15002 2.52377
H 1.09943 -0.57869 3.08845
H -0.51150 -0.05438 3.16725
```

Results
Maximum force (eV/Å): 4.97
Energy relative to the best compared isomer or geometry (same formula, charge and spin) (kcal/mol): 134.2
Frontier orbital gap (eV): 9.40
Charge: +1
E_HOMO (eV): -14.09
SMILES: CC#[N+]N=S(=N)=NC

Entry 12:
C3H7N4S | ωB97M-V with the def2-TZVPD basis set

```
15
Properties=species:S:1:pos:R:3
C 1.38846 0.07525 -0.09594
C -0.03456 -0.32895 0.04668
N -0.39681 -1.60815 -0.00208
N -1.74320 -1.67194 -0.06616
C -2.29433 -0.40095 -0.02580
S -3.76066 0.26401 -0.01660
N -1.11724 0.46015 -0.15296
N -0.96831 1.83484 -0.13820
H 1.93189 -0.27612 0.85352
H 1.54363 1.23374 -0.14141
H 1.82869 -0.49079 -0.98586
H 0.06648 -2.41667 -0.36722
H -2.19808 -2.51905 -0.41108
H -1.71218 2.24818 -0.65779
H -0.77229 2.45058 0.64027
```

Results
Maximum force (eV/Å): 3.89
Energy relative to the best compared isomer or geometry (same formula, charge and spin) (kcal/mol): 33.1
Frontier orbital gap (eV): 8.73
Charge: +1
E_HOMO (eV): -12.95
SMILES: Cc1[nH][nH]c(=S)[n+]1N